# 1
Molecular formula: C4H11N2O2
Method: DFT, wB97M-V/def2-TZVPD

orbital gap: 11.4 eV
charge: +1
energy above the lowest of the compared OMol25 structures with the same formula, charge and spin: 0.4422 eV

Atoms and positions in Å:
H (2.773, 0.256, 0.211)
O (0.353, -1.246, -0.188)
H (-1.873, -0.684, 1.447)
C (-1.424, 1.430, 1.877)
C (1.378, -1.038, -0.895)
N (1.327, -1.174, -2.238)
C (2.751, -0.709, -0.287)
O (-0.552, 2.128, 1.431)
H (-2.430, 0.262, -1.005)
H (-0.882, -0.315, -0.466)
H (-1.801, 1.549, 2.886)
H (2.907, -1.422, 0.480)
N (-1.665, 0.422, -0.365)
C (-2.106, 0.321, 1.083)
H (-1.276, 1.345, -0.590)
H (2.121, -1.050, -2.814)
H (-3.198, 0.413, 1.190)
H (0.494, -1.488, -2.707)
H (3.533, -0.685, -1.023)



# 2
Molecular formula: C17H15Cl2N8O3PdS
Method: DFT, wB97M-V/def2-TZVPD

orbital gap: 5.7 eV
charge: -1
energy above the lowest of the compared OMol25 structures with the same formula, charge and spin: 0.4140 eV

Atoms and positions in Å:
C (0.783, 6.493, -1.196)
N (-1.789, 0.710, 0.110)
C (-1.157, 4.703, -2.154)
C (-0.124, 6.891, -2.167)
C (4.902, -3.131, 1.184)
N (-2.959, -0.055, -0.085)
H (-3.821, -3.048, -0.782)
S (1.701, 4.409, 0.478)
H (-3.657, 0.055, 0.632)
C (4.239, -3.338, 2.363)
H (-0.082, 7.898, -2.561)
Pd (0.319, -0.662, -0.406)
C (3.142, -1.601, 0.477)
C (5.033, -1.936, -0.998)
N (-3.886, -2.141, -0.343)
C (-0.255, 4.286, -1.176)
C (2.421, -1.763, 1.760)
N (2.590, -0.747, -0.428)
C (4.381, -2.242, 0.216)
N (1.007, 1.855, 1.008)
H (5.978, -2.413, -1.223)
O (-2.593, -3.415, -2.239)
N (-0.227, 3.027, -0.610)
O (1.383, -1.122, 2.025)
H (-1.894, 4.000, -2.521)
H (1.535, 7.181, -0.829)
N (-1.727, -1.550, -1.258)
H (-4.352, -2.062, 0.544)
C (0.739, 2.931, 0.259)
C (3.050, -2.675, 2.643)
H (-1.926, 1.354, 0.875)
C (4.478, -1.035, -1.859)
H (-1.535, 1.223, -0.729)
C (3.241, -0.458, -1.532)
H (4.968, -0.769, -2.787)
H (2.758, 0.241, -2.205)
H (-1.784, 6.320, -3.401)
H (1.866, 1.872, 1.537)
C (0.708, 5.197, -0.712)
C (-1.085, 5.997, -2.639)
C (-2.829, -1.321, -0.573)
H (0.800, 0.876, 0.608)
O (-0.470, -3.097, -2.168)
Cl (2.291, -2.962, 4.192)
Cl (6.421, -3.963, 0.893)
H (4.650, -4.017, 3.099)
N (-1.591, -2.784, -1.867)



# 3
Molecular formula: C30H32MnN5SSbSe4Si2
Method: DFT, wB97M-V/def2-TZVPD

⟨S²⟩: 0.82
orbital gap (alpha / beta): 6.9 / 7.0 eV
2S+1: 2
charge: +2
energy above the lowest of the compared OMol25 structures with the same formula, charge and spin: 0.0000 eV

Atoms and positions in Å:
C (-2.780, 0.632, -2.429)
Se (5.968, 1.348, -1.119)
H (0.570, 1.113, -4.847)
H (4.745, -1.289, 4.785)
H (-1.183, -3.766, -2.921)
C (2.493, -4.799, -3.580)
H (3.358, 3.451, 2.379)
C (3.673, -1.151, 4.782)
C (-2.218, 4.573, 1.198)
H (-2.228, 2.602, 3.409)
C (2.229, -3.689, -2.799)
C (0.901, -0.541, 2.329)
H (3.558, -0.866, 2.659)
H (-2.160, -4.033, 2.741)
H (-4.078, 1.936, 0.916)
C (0.618, -2.179, -1.772)
N (-1.048, -0.781, 0.998)
C (-2.170, -1.397, 0.634)
H (-0.681, -5.746, -4.323)
Se (2.887, 0.123, -3.377)
H (-0.708, 1.776, 3.083)
C (3.009, -0.921, 3.590)
C (1.624, -0.764, 3.593)
H (3.492, -1.369, 6.907)
C (-4.099, 0.409, -2.066)
H (-5.601, 0.761, -0.571)
H (-1.164, 1.323, -5.055)
N (0.399, -1.252, -1.130)
C (-0.302, -1.325, 1.984)
H (-3.240, 4.595, 1.583)
H (3.516, -5.096, -3.764)
C (-2.362, 1.853, -0.392)
Mn (0.060, 0.504, -0.189)
N (2.078, 1.350, 1.870)
H (-2.239, 1.010, 2.646)
C (-2.618, -2.555, 1.250)
Si (-0.429, 1.970, -2.800)
H (-0.531, -0.098, -4.200)
C (-0.397, 0.973, -4.361)
C (0.915, -0.821, 4.792)
C (-3.693, 1.585, -0.039)
Sb (4.783, 1.876, -3.039)
H (1.043, -1.053, 6.918)
H (-2.472, 0.242, -3.387)
C (-1.850, -3.118, 2.254)
H (-2.715, -0.955, -0.187)
C (1.445, -5.531, -4.125)
C (-0.160, -4.061, -3.113)
S (0.455, 2.901, 0.323)
H (-0.030, -2.910, 3.393)
H (1.661, -6.398, -4.735)
Se (4.615, 3.578, -4.592)
H (-0.161, -0.689, 4.797)
H (0.231, 4.113, -3.757)
H (-3.546, -3.008, 0.931)
H (-0.520, 4.367, -2.180)
N (1.154, 0.391, 1.476)
C (-0.577, 3.784, -3.100)
H (-1.532, 4.000, -3.583)
Se (1.722, 1.531, -1.871)
C (-0.666, -2.496, 2.624)
C (-1.875, 1.391, -1.652)
C (2.967, -1.197, 5.977)
H (-2.189, 5.135, 0.265)
H (-1.581, 5.081, 1.927)
C (1.589, -1.025, 5.985)
H (-4.752, -0.140, -2.732)
C (0.899, -3.329, -2.574)
C (0.125, -5.166, -3.895)
N (2.555, 3.589, 1.786)
C (1.788, 2.535, 1.472)
Si (-1.627, 2.830, 1.045)
C (-4.571, 0.907, -0.867)
H (3.031, -3.104, -2.369)
H (2.309, 4.518, 1.497)
C (-1.710, 1.962, 2.691)